Record 1
C40H61IN3O20 | the ωB97M-V functional and the def2-TZVPD basis

The total charge is +1. The LUMO energy comes out at -4.52 eV.

Cartesian coordinates (Å):
C (2.712, 4.532, -1.674)
C (1.912, 3.384, -1.581)
N (1.054, 2.131, -1.853)
C (-0.435, 2.327, -2.048)
I (-1.198, 4.405, -1.849)
C (-1.433, 1.027, -2.365)
N (-2.929, 1.162, -2.545)
C (-3.306, 1.964, -3.771)
C (-4.769, 1.505, -4.437)
C (-4.760, 2.028, -5.995)
C (-0.652, -0.451, -2.423)
C (-1.447, -1.882, -2.714)
O (-1.406, -2.786, -1.733)
O (-2.075, -2.039, -4.034)
C (-2.847, -3.285, -4.148)
C (-4.379, -3.009, -3.594)
C (-4.537, -3.487, -2.004)
O (-5.952, -3.482, -1.552)
C (0.994, -0.607, -2.179)
C (1.801, -2.035, -2.179)
N (3.153, -1.990, -2.894)
C (2.945, -2.340, -4.381)
C (1.795, 0.813, -1.897)
O (3.278, 0.829, -1.669)
C (3.529, 0.498, -0.251)
C (5.089, 0.005, -0.130)
O (5.918, 1.022, 0.573)
C (6.210, 2.150, -0.337)
C (5.666, 3.517, 0.457)
H (3.344, 5.514, -1.490)
H (-3.338, 0.190, -2.673)
H (-2.470, 2.023, -4.598)
H (-3.486, 3.089, -3.417)
H (-5.600, 2.155, -3.879)
H (-4.998, 0.365, -4.300)
H (-3.843, 1.492, -6.526)
H (-5.790, 1.760, -6.528)
H (-4.634, 3.215, -5.981)
H (-2.333, -4.234, -3.695)
H (-2.968, -3.508, -5.314)
H (-4.678, -1.856, -3.621)
H (-5.182, -3.553, -4.288)
H (-3.991, -2.657, -1.374)
H (-3.982, -4.504, -1.813)
H (-6.109, -2.505, -1.305)
H (2.061, -2.276, -1.040)
H (1.185, -2.955, -2.566)
H (3.663, -2.840, -2.522)
H (1.933, -1.789, -4.677)
H (3.886, -1.919, -4.941)
H (2.888, -3.505, -4.481)
H (2.805, -0.357, 0.089)
H (3.343, 1.432, 0.434)
H (5.104, -1.046, 0.422)
H (5.576, -0.154, -1.193)
H (5.615, 2.071, -1.364)
H (7.373, 2.269, -0.556)
H (5.239, 4.262, -0.368)
H (4.764, 3.221, 1.167)
H (6.555, 3.995, 1.079)
C (2.270, 1.523, 5.488)
C (3.554, 1.628, 4.691)
C (4.785, 1.618, 5.546)
O (5.712, 2.337, 4.755)
C (4.975, 3.203, 3.996)
O (5.441, 4.132, 3.358)
O (3.644, 2.889, 4.046)
H (1.402, 1.598, 4.824)
H (2.216, 0.575, 6.031)
H (2.184, 2.346, 6.206)
H (3.590, 0.849, 3.919)
H (5.146, 0.606, 5.748)
H (4.659, 2.149, 6.497)
C (-7.788, 4.878, 0.654)
C (-7.275, 4.514, -0.726)
C (-6.265, 3.407, -0.709)
O (-5.504, 3.673, -1.873)
C (-5.569, 5.024, -2.071)
O (-4.859, 5.643, -2.844)
O (-6.538, 5.588, -1.287)
H (-8.473, 5.730, 0.594)
H (-8.312, 4.036, 1.116)
H (-6.966, 5.185, 1.310)
H (-8.113, 4.289, -1.398)
H (-6.728, 2.418, -0.763)
H (-5.594, 3.442, 0.156)
C (-1.519, -6.931, -8.147)
C (-0.842, -5.787, -7.419)
C (-0.689, -4.557, -8.261)
O (0.445, -3.933, -7.687)
C (1.206, -4.939, -7.160)
O (2.357, -4.808, -6.782)
O (0.504, -6.112, -7.112)
H (-1.550, -7.822, -7.512)
H (-2.542, -6.668, -8.435)
H (-0.960, -7.209, -9.048)
H (-1.363, -5.572, -6.477)
H (-1.563, -3.901, -8.208)
H (-0.468, -4.773, -9.312)
C (3.991, 1.948, 11.149)
C (3.577, 1.522, 9.755)
C (2.506, 2.389, 9.165)
O (1.861, 1.507, 8.265)
C (2.022, 0.251, 8.781)
O (1.417, -0.735, 8.398)
O (2.953, 0.248, 9.783)
H (4.728, 1.249, 11.559)
H (4.425, 2.952, 11.144)
H (3.137, 1.936, 11.835)
H (4.453, 1.457, 9.099)
H (2.912, 3.257, 8.638)
H (1.767, 2.731, 9.900)
C (-1.561, -3.072, 5.353)
C (-0.277, -2.967, 4.556)
C (0.954, -2.977, 5.411)
O (1.881, -2.258, 4.619)
C (1.144, -1.392, 3.861)
O (1.610, -0.463, 3.223)
O (-0.186, -1.706, 3.911)
H (-2.429, -2.997, 4.689)
H (-1.614, -4.020, 5.896)
H (-1.647, -2.249, 6.071)
H (-0.241, -3.746, 3.784)
H (1.315, -3.989, 5.613)
H (0.828, -2.446, 6.361)

Record 2
C40H54N10 | the ωB97M-V functional and the def2-TZVPD basis

As for the energy above the lowest of the compared OMol25 structures with the same formula, charge and spin: 394.9 kJ/mol. The SMILES is c1cc[nH]c1.c1cc[nH]c1.c1cc[nH]c1.c1cc[nH]c1.c1cc[nH]c1.c1cc[nH]c1.c1cc[nH]c1.c1cc[nH]c1.CCCC#N.CCCC#N. The LUMO energy comes out at 0.41 eV.

Cartesian coordinates (Å):
C (-15.939, 22.506, 3.140)
C (-15.599, 21.137, 3.435)
C (-14.693, 20.731, 2.445)
N (-14.407, 21.813, 1.634)
C (-15.235, 22.825, 1.991)
H (-16.661, 23.077, 3.705)
H (-16.013, 20.515, 4.215)
H (-14.260, 19.751, 2.311)
H (-13.835, 21.849, 0.802)
H (-15.266, 23.786, 1.498)
C (-9.584, 22.922, 1.683)
C (-10.009, 21.916, 2.623)
C (-10.127, 20.685, 2.024)
N (-9.744, 20.879, 0.662)
C (-9.439, 22.239, 0.470)
H (-9.318, 23.919, 2.003)
H (-10.078, 21.968, 3.699)
H (-10.280, 19.725, 2.494)
H (-9.594, 20.159, -0.030)
H (-9.052, 22.614, -0.466)
C (-16.530, 22.513, -6.298)
C (-17.826, 22.522, -6.770)
C (-18.582, 23.148, -5.846)
N (-17.776, 23.719, -4.894)
C (-16.502, 23.278, -5.148)
H (-15.572, 22.099, -6.576)
H (-18.186, 21.926, -7.595)
H (-19.616, 23.446, -5.748)
H (-18.036, 24.219, -4.056)
H (-15.704, 23.667, -4.533)
C (-12.395, 22.612, -5.525)
C (-12.374, 21.258, -5.136)
C (-11.713, 20.621, -6.201)
N (-11.235, 21.529, -7.156)
C (-11.727, 22.782, -6.705)
H (-13.018, 23.343, -5.032)
H (-12.989, 20.813, -4.368)
H (-11.588, 19.568, -6.408)
H (-10.905, 21.174, -8.042)
H (-11.772, 23.680, -7.302)
C (-14.116, 22.564, -1.596)
C (-14.068, 23.942, -1.035)
C (-12.857, 24.225, -0.535)
N (-12.047, 23.235, -1.036)
C (-12.723, 22.191, -1.670)
H (-14.985, 22.222, -2.139)
H (-14.928, 24.592, -0.973)
H (-12.473, 25.080, 0.001)
H (-11.055, 23.109, -0.889)
H (-12.299, 21.258, -2.013)
C (-13.510, 19.150, -0.351)
C (-12.967, 18.448, -1.445)
C (-14.131, 18.085, -2.174)
N (-15.302, 18.312, -1.483)
C (-14.958, 19.072, -0.364)
H (-12.973, 19.795, 0.329)
H (-11.924, 18.258, -1.649)
H (-14.267, 17.598, -3.127)
H (-16.261, 18.121, -1.738)
H (-15.792, 19.484, 0.185)
C (-13.486, 28.464, 2.128)
C (-13.242, 29.764, 1.917)
C (-11.917, 29.988, 2.106)
N (-11.312, 28.741, 2.106)
C (-12.267, 27.773, 2.107)
H (-14.455, 27.988, 2.166)
H (-14.059, 30.421, 1.658)
H (-11.194, 30.785, 2.192)
H (-10.324, 28.593, 2.259)
H (-12.069, 26.720, 2.238)
C (-17.958, 27.859, -2.959)
C (-16.963, 27.003, -3.461)
C (-17.246, 26.858, -4.813)
N (-18.225, 27.701, -5.170)
C (-18.778, 28.218, -4.039)
H (-18.022, 28.131, -1.916)
H (-16.186, 26.477, -2.927)
H (-16.684, 26.398, -5.613)
H (-18.409, 27.865, -6.149)
H (-19.584, 28.929, -4.147)
C (-12.991, 26.784, -3.297)
C (-12.663, 28.247, -3.543)
C (-13.757, 28.966, -4.356)
C (-13.144, 30.104, -4.921)
N (-12.644, 31.061, -5.371)
H (-12.299, 26.242, -2.653)
H (-12.960, 26.280, -4.263)
H (-13.944, 26.746, -2.769)
H (-11.718, 28.352, -4.076)
H (-12.454, 28.785, -2.619)
H (-14.695, 29.130, -3.825)
H (-14.009, 28.167, -5.054)
C (-9.141, 24.810, -2.917)
C (-8.211, 23.698, -3.412)
C (-8.859, 22.456, -4.158)
C (-9.099, 21.319, -3.162)
N (-9.206, 20.498, -2.280)
H (-8.560, 25.708, -2.706)
H (-9.592, 24.679, -1.934)
H (-9.927, 25.102, -3.613)
H (-7.595, 23.442, -2.550)
H (-7.540, 24.240, -4.079)
H (-8.146, 22.018, -4.857)
H (-9.674, 22.764, -4.812)